# C51H44ClKN12O8P2S2

A molecular structure, C51H44ClKN12O8P2S2 (wB97M-V/def2-TZVPD, OMol25).

```
121
C51H44ClKN12O8P2S2 (wB97M-V/def2-TZVPD)
K -0.176 -0.367 -0.674
N 0.503 4.143 -2.277
C 0.855 2.731 -2.071
N 1.069 2.379 -0.695
C 1.412 3.288 0.168
N 1.654 3.066 1.488
N 1.342 1.824 1.869
C 1.627 1.527 3.089
C 1.384 0.198 3.643
C 1.882 -0.099 4.923
C 1.699 -1.359 5.456
C 1.023 -2.313 4.708
C 0.556 -1.933 3.457
N 0.718 -0.724 2.931
C 1.609 4.708 -0.246
C 2.207 5.657 0.570
C 2.361 6.974 0.152
C 1.898 7.344 -1.106
C 1.297 6.413 -1.937
C 1.147 5.087 -1.516
H 0.306 4.399 -3.231
H 0.003 2.150 -2.441
H 2.099 2.268 3.740
H 2.413 0.668 5.475
H 2.083 -1.597 6.442
H 0.846 -3.316 5.076
H 0.006 -2.644 2.848
H 2.539 5.328 1.545
H 2.831 7.703 0.800
H 2.009 8.367 -1.447
H 0.937 6.700 -2.920
S 5.674 -5.563 2.892
N 5.704 -4.017 2.414
C 4.507 -3.749 1.920
C 4.067 -2.486 1.381
C 4.858 -1.335 1.335
C 4.319 -0.184 0.820
C 2.991 -0.196 0.375
N 2.235 -1.277 0.426
C 2.756 -2.412 0.895
C 1.865 -3.581 0.922
N 0.670 -3.435 0.214
C -0.419 -3.938 0.593
C 0.068 -5.838 1.711
C 1.388 -5.931 1.585
C 2.251 -4.766 1.484
C 3.609 -4.862 1.971
N 4.150 -5.945 2.506
H 5.873 -1.374 1.710
H 4.888 0.735 0.768
H 2.515 0.706 0.000
H -1.329 -3.862 0.003
H -0.595 -6.691 1.791
H 1.846 -6.911 1.601
N -0.716 -3.390 -4.623
C -0.204 -1.970 -4.435
C 0.002 -1.357 -5.809
P 1.426 -2.228 -3.537
O 1.007 -3.507 -2.616
O 2.326 -2.744 -4.602
O 1.671 -1.047 -2.669
P -1.500 -1.125 -3.440
O -2.757 -1.590 -4.420
O -1.316 0.346 -3.504
O -1.609 -1.860 -2.150
H -0.072 -3.891 -5.236
H -1.671 -3.371 -4.987
H -0.685 -3.828 -3.693
H 0.701 -1.962 -6.391
H 0.450 -0.373 -5.693
H -0.946 -1.237 -6.340
H 0.824 -3.246 -1.686
H -3.593 -1.235 -4.083
C -3.308 -1.472 7.640
C -3.203 -1.593 6.142
C -3.593 -2.756 5.487
C -3.451 -2.883 4.110
C -2.920 -1.838 3.372
C -2.531 -0.666 4.010
C -2.679 -0.548 5.382
S -2.523 -2.092 1.616
O -3.540 -3.103 1.162
O -0.574 -4.617 1.793
N -2.607 -0.612 1.015
C -3.792 0.035 0.840
C -5.064 -0.437 1.160
C -6.213 0.339 0.932
C -6.151 1.591 0.383
C -4.882 2.121 0.039
C -4.725 3.407 -0.528
C -3.477 3.869 -0.825
C -2.368 3.038 -0.556
N -2.473 1.841 -0.039
C -3.707 1.365 0.262
H -4.029 -2.185 8.044
H -3.620 -0.469 7.937
H -2.344 -1.669 8.116
H -4.014 -3.575 6.064
H -3.759 -3.782 3.590
H -2.098 0.133 3.418
H -2.373 0.370 5.875
H -5.167 -1.436 1.558
H -7.178 -0.081 1.200
H -7.042 2.183 0.209
H -5.609 4.009 -0.715
H -3.318 4.848 -1.259
H -1.366 3.389 -0.776
Cl 1.397 3.924 -8.692
C 1.607 3.455 -7.015
C 2.705 3.917 -6.315
C 2.857 3.542 -4.986
C 1.940 2.708 -4.355
C 2.089 2.330 -2.907
C 0.837 2.265 -5.088
C 0.668 2.634 -6.415
H 3.425 4.563 -6.800
H 3.709 3.911 -4.425
H 2.969 2.824 -2.482
H 2.218 1.248 -2.808
H 0.098 1.627 -4.610
H -0.189 2.285 -6.977
```

HOMO energy = -2.0 eV
Energy relative to the best compared isomer or geometry (same formula, charge and spin) = 0.0000 eV
HOMO-LUMO gap = 5.26 eV
Total charge = -2
Calculated total energy = -5768.4638 a.u.
M = 1153.622 g mol⁻¹

# C5H8O

A molecular structure, C5H8O (wB97M-V/def2-TZVPD, OMol25).

```
14
C5H8O (wB97M-V/def2-TZVPD)
C 1.942 0.394 -0.444
C 1.081 -0.706 -0.036
C 0.253 -1.415 0.578
C -0.808 -0.876 -0.483
C -1.810 0.044 0.236
O -1.223 0.808 1.263
H 1.425 1.351 -0.305
H 2.763 0.336 0.274
H 2.347 0.336 -1.458
H -0.306 -0.362 -1.331
H -1.281 -1.732 -0.962
H -2.212 0.761 -0.484
H -2.651 -0.559 0.612
H -0.731 0.184 1.819
```

HOMO energy = -9.5 eV
Energy relative to the best compared isomer or geometry (same formula, charge and spin) = 4.3824 eV
HOMO-LUMO gap = 10.38 eV
Total charge = 0
Calculated total energy = -270.3968 a.u.
M = 84.118 g mol⁻¹

# C6H12Cl6F8Mg3N4O16S8

A molecular structure, C6H12Cl6F8Mg3N4O16S8 (wB97M-V/def2-TZVPD, OMol25).

```
63
C6H12Cl6F8Mg3N4O16S8 (wB97M-V/def2-TZVPD)
Mg -3.019 -2.536 2.584
Mg 5.242 1.542 -0.275
Mg 0.752 -0.457 0.137
N -0.170 -2.023 0.002
S -0.268 -3.467 0.892
O 0.359 -4.731 0.412
O -1.508 -3.483 1.686
F 0.718 -2.957 1.997
S -0.994 -2.819 -1.118
O -2.419 -3.123 -0.827
O -0.265 -3.642 -2.108
F -1.173 -1.422 -1.907
N 4.447 0.147 0.485
S 3.438 0.011 1.911
O 3.958 -0.586 3.128
O 1.967 -0.212 1.585
F 3.576 1.634 2.194
S 4.406 -1.399 0.398
O 3.141 -1.956 -0.034
O 5.267 -2.236 1.239
F 5.277 -1.359 -0.948
N -2.006 -1.145 3.166
S -1.852 0.240 2.129
O -0.637 0.396 1.352
O -2.627 1.419 2.529
F -2.771 -0.317 1.004
S -1.055 -0.573 4.298
O -1.745 0.356 5.163
O 0.311 -0.459 3.971
F -1.057 -1.852 5.229
N 1.564 0.632 -1.057
S 2.146 2.080 -1.354
O 1.618 2.895 -2.440
O 3.575 2.197 -0.990
F 1.490 2.686 -0.057
S 1.876 0.135 -2.735
O 3.178 0.499 -3.228
O 0.804 0.262 -3.659
F 1.944 -1.458 -2.423
Cl -2.732 -0.936 -6.229
C -1.217 -1.398 -5.441
C -1.197 -2.966 -5.331
Cl -2.550 -3.602 -4.204
H -1.160 -0.940 -4.453
H -0.372 -1.062 -6.041
H -0.185 -3.138 -4.966
H -1.224 -3.508 -6.276
Cl 0.955 3.072 6.361
C 0.363 4.386 5.350
C -0.451 3.807 4.117
Cl 0.634 2.817 3.037
H 1.198 5.017 5.045
H -0.145 5.112 5.984
H -0.970 4.534 3.493
H -1.228 3.119 4.450
Cl -4.018 -0.351 -1.822
C -4.098 1.438 -1.802
C -2.870 1.970 -2.574
Cl -1.371 1.540 -1.647
H -4.089 1.766 -0.762
H -5.035 1.697 -2.294
H -2.898 3.051 -2.707
H -2.832 1.654 -3.617
```

HOMO energy = -13.9 eV
Energy relative to the best compared isomer or geometry (same formula, charge and spin) = 0.0000 eV
HOMO-LUMO gap = 4.96 eV
Total charge = +2
Calculated total energy = -9003.7772 a.u.
M = 1090.327 g mol⁻¹